{
  "formula": "C58H48BO3P2PtS",
  "method": "ωB97M-V/def2-TZVPD",
  "multiplicity": 1,
  "total_charge": 1,
  "elements": ["Pt", "O", "S", "C", "C", "C", "C", "C", "C", "C", "C", "C", "C", "P", "C", "C", "C", "C", "C", "C", "C", "C", "C", "C", "C", "C", "C", "C", "C", "C", "C", "C", "C", "C", "C", "C", "C", "C", "P", "C", "C", "C", "C", "C", "C", "C", "C", "C", "C", "C", "C", "C", "C", "H", "H", "H", "H", "H", "H", "H", "H", "H", "H", "H", "H", "H", "H", "H", "H", "H", "H", "H", "H", "H", "H", "H", "H", "H", "H", "H", "H", "H", "H", "H", "H", "H", "H", "H", "H", "C", "C", "C", "C", "C", "C", "C", "C", "O", "B", "O", "C", "C", "H", "H", "H", "H", "H", "H", "H", "H", "H", "H", "H", "H"],
  "xyz": [[-0.006, 0.146, 0.401], [-3.049, -2.178, 0.297], [-2.411, -1.081, -0.474], [-3.282, -0.933, -2.007], [-4.479, -1.588, -2.114], [-5.238, -1.567, -3.304], [-4.753, -0.866, -4.372], [-5.302, -0.645, -5.762], [-4.246, 0.244, -6.475], [-3.159, 0.458, -5.447], [-1.979, 1.144, -5.499], [-1.142, 1.137, -4.365], [-1.462, 0.481, -3.193], [-0.118, 0.361, -1.965], [0.842, 1.892, -2.244], [0.149, 3.086, -2.022], [0.817, 4.298, -2.062], [2.186, 4.327, -2.308], [2.874, 3.146, -2.528], [2.206, 1.926, -2.499], [0.850, -1.055, -2.570], [0.399, -1.870, -3.607], [1.180, -2.927, -4.054], [2.418, -3.172, -3.478], [2.856, -2.388, -2.418], [2.069, -1.348, -1.950], [-2.712, -0.219, -3.101], [-3.510, -0.205, -4.256], [-3.044, 0.427, 0.347], [-3.761, 1.357, -0.370], [-4.625, 2.297, 0.230], [-4.803, 2.237, 1.581], [-5.764, 2.957, 2.496], [-5.394, 2.470, 3.923], [-4.321, 1.428, 3.709], [-3.655, 0.626, 4.589], [-2.648, -0.220, 4.080], [-2.332, -0.315, 2.741], [-0.849, -1.277, 2.284], [-1.031, -2.840, 3.221], [-1.899, -3.824, 2.750], [-2.090, -4.988, 3.479], [-1.416, -5.186, 4.677], [-0.550, -4.208, 5.146], [-0.352, -3.041, 4.421], [0.507, -0.440, 3.213], [1.777, -1.030, 3.099], [2.860, -0.502, 3.781], [2.702, 0.641, 4.558], [1.460, 1.248, 4.650], [0.364, 0.716, 3.980], [-3.085, 0.441, 1.787], [-4.022, 1.335, 2.334], [-4.839, -2.134, -1.248], [-6.179, -2.100, -3.345], [-6.277, -0.159, -5.724], [-5.444, -1.596, -6.277], [-4.670, 1.196, -6.795], [-3.842, -0.237, -7.367], [-1.667, 1.677, -6.389], [-0.194, 1.657, -4.425], [-0.916, 3.058, -1.815], [0.272, 5.217, -1.887], [2.714, 5.272, -2.321], [3.939, 3.169, -2.724], [2.749, 1.007, -2.682], [-0.561, -1.685, -4.073], [0.822, -3.556, -4.858], [3.037, -3.980, -3.848], [3.810, -2.593, -1.949], [2.395, -0.766, -1.097], [-3.715, 1.346, -1.451], [-5.177, 2.990, -0.392], [-6.788, 2.683, 2.237], [-5.689, 4.040, 2.396], [-6.253, 2.051, 4.447], [-5.017, 3.289, 4.536], [-3.859, 0.645, 5.653], [-2.081, -0.818, 4.786], [-2.431, -3.674, 1.819], [-2.764, -5.747, 3.104], [-1.559, -6.099, 5.240], [-0.020, -4.350, 6.080], [0.325, -2.292, 4.811], [1.900, -1.910, 2.478], [3.828, -0.981, 3.708], [3.554, 1.068, 5.073], [1.333, 2.140, 5.252], [-0.593, 1.214, 4.044], [7.085, 4.004, 3.862], [6.189, 4.566, 2.748], [7.072, 5.152, 1.635], [5.343, 5.699, 3.330], [5.329, 3.445, 2.161], [5.955, 2.312, 1.627], [5.250, 1.263, 1.042], [3.882, 1.383, 1.009], [2.933, 0.509, 0.509], [1.707, 1.110, 0.794], [1.881, 2.330, 1.413], [3.249, 2.481, 1.548], [3.934, 3.523, 2.127], [7.582, 4.823, 4.389], [7.862, 3.349, 3.462], [6.497, 3.438, 4.588], [7.732, 5.920, 2.047], [6.457, 5.610, 0.856], [7.696, 4.386, 1.173], [6.000, 6.507, 3.660], [4.764, 5.364, 4.195], [4.661, 6.114, 2.585], [7.035, 2.241, 1.670], [5.755, 0.393, 0.642], [3.389, 4.360, 2.540]],
  "mulliken_charge": [-0.006, -0.737, 1.753, -0.603, -0.110, -1.347, 0.174, -0.825, -0.893, 0.086, -1.344, 0.000, 0.551, 1.458, -0.080, -0.507, -0.694, -0.646, -0.688, -0.126, 0.927, -0.675, -0.823, -0.678, -1.040, -0.167, -1.666, 1.401, 0.766, -0.313, -1.344, -0.017, -0.807, -0.842, 0.455, -1.363, 0.257, 0.439, 0.730, 0.203, -0.469, -0.756, -0.547, -0.780, -0.311, 0.067, -0.011, -0.863, -0.551, -0.892, -0.408, -1.546, 1.211, 0.656, 0.444, 0.333, 0.321, 0.330, 0.325, 0.483, 0.705, 0.425, 0.436, 0.410, 0.467, 0.472, 0.298, 0.467, 0.403, 0.524, 0.555, 0.450, 0.533, 0.258, 0.345, 0.348, 0.288, 0.454, 0.603, 0.406, 0.453, 0.394, 0.430, 0.374, 0.477, 0.470, 0.404, 0.423, 0.422, -1.611, 1.742, -1.636, -2.011, 0.675, -0.201, -2.168, 0.943, -0.729, 1.015, -0.488, 0.732, -0.874, 0.465, 0.334, 0.303, 0.450, 0.367, 0.359, 0.450, 0.363, 0.369, 0.413, 0.553, 0.597]
}



{
  "formula": "C58H48F5InN6S5",
  "method": "ωB97M-V/def2-TZVPD",
  "multiplicity": 1,
  "total_charge": 0,
  "elements": ["In", "C", "N", "C", "C", "N", "C", "C", "C", "C", "C", "C", "C", "S", "C", "C", "C", "C", "C", "C", "S", "H", "H", "H", "H", "H", "H", "H", "H", "H", "H", "H", "H", "H", "H", "H", "H", "H", "H", "N", "S", "N", "S", "N", "S", "N", "C", "C", "C", "C", "C", "C", "C", "C", "C", "C", "C", "C", "C", "C", "C", "C", "C", "C", "C", "C", "C", "C", "C", "C", "C", "C", "C", "C", "C", "C", "C", "C", "C", "C", "C", "C", "H", "H", "H", "H", "H", "H", "H", "H", "H", "H", "H", "H", "H", "H", "H", "H", "H", "H", "H", "H", "H", "H", "H", "H", "H", "H", "H", "H", "H", "H", "F", "C", "C", "C", "F", "C", "F", "C", "F", "C", "F"],
  "xyz": [[-2.812, -0.482, 2.087], [-1.947, -3.618, 1.676], [-1.297, -2.334, 1.368], [-1.048, -2.224, -0.080], [-2.300, -1.958, -0.888], [-2.984, -0.703, -0.528], [-2.445, 0.529, -1.177], [-4.388, -0.779, -0.927], [-4.679, -1.019, -2.272], [-5.981, -1.099, -2.724], [-7.019, -0.934, -1.811], [-6.739, -0.707, -0.480], [-5.419, -0.628, -0.007], [-5.200, -0.384, 1.719], [-0.130, -2.049, 2.182], [0.208, -2.766, 3.274], [1.028, -2.236, 4.318], [1.091, -0.919, 4.660], [0.372, 0.129, 4.005], [0.045, 0.117, 2.694], [-1.107, 1.262, 1.955], [-1.263, -4.447, 1.468], [-2.832, -3.728, 1.053], [-2.254, -3.650, 2.712], [-0.616, -3.164, -0.432], [-0.311, -1.441, -0.231], [-3.032, -2.751, -0.733], [-2.036, -1.986, -1.947], [-2.867, 0.598, -2.179], [-0.464, 0.770, -0.482], [-2.816, 1.378, -0.596], [-3.866, -1.145, -2.979], [-6.183, -1.285, -3.770], [-8.048, -0.989, -2.140], [-7.544, -0.592, 0.233], [-0.199, -3.757, 3.420], [1.482, -2.951, 4.995], [1.595, -0.664, 5.585], [0.069, 0.988, 4.592], [-0.996, 0.540, -1.334], [-0.402, 1.571, -2.514], [1.289, 2.035, -0.770], [2.388, 1.061, -0.863], [2.271, -0.402, -0.299], [2.270, -0.875, 1.270], [0.561, -0.879, 1.823], [2.081, -2.720, 0.605], [1.779, -3.182, -0.670], [1.953, -4.518, -1.014], [2.439, -5.421, -0.076], [2.772, -4.970, 1.195], [2.609, -3.628, 1.515], [2.596, 0.912, 2.200], [3.689, 0.640, 3.012], [4.296, 1.617, 3.796], [3.805, 2.912, 3.777], [2.707, 3.207, 2.975], [2.113, 2.224, 2.197], [2.774, 0.612, -2.576], [3.041, -0.680, -2.998], [3.250, -0.926, -4.352], [3.196, 0.113, -5.268], [2.946, 1.411, -4.833], [2.735, 1.662, -3.487], [3.991, 1.748, -0.443], [5.095, 0.919, -0.293], [6.332, 1.488, -0.038], [6.456, 2.869, 0.062], [5.344, 3.684, -0.092], [4.100, 3.123, -0.347], [-1.134, 0.790, -3.973], [-1.392, 1.513, -5.135], [-1.632, 0.843, -6.326], [-1.576, -0.542, -6.378], [-1.242, -1.255, -5.235], [-0.999, -0.594, -4.043], [-1.370, 3.069, -2.264], [-2.632, 3.266, -2.817], [-3.339, 4.418, -2.506], [-2.796, 5.359, -1.644], [-1.548, 5.142, -1.080], [-0.824, 3.998, -1.382], [1.407, -2.486, -1.413], [1.722, -4.854, -2.019], [2.575, -6.462, -0.340], [3.170, -5.660, 1.928], [2.908, -3.268, 2.498], [4.082, -0.375, 3.034], [5.149, 1.365, 4.416], [4.267, 3.683, 4.380], [2.311, 4.216, 2.950], [1.266, 2.490, 1.580], [3.090, -1.476, -2.268], [3.460, -1.934, -4.686], [3.355, -0.082, -6.321], [2.914, 2.226, -5.545], [2.525, 2.665, -3.133], [4.980, -0.156, -0.365], [7.200, 0.855, 0.091], [7.423, 3.310, 0.268], [5.443, 4.759, -0.002], [3.209, 3.728, -0.452], [-1.399, 2.593, -5.128], [-1.852, 1.413, -7.220], [-1.761, -1.059, -7.309], [-1.151, -2.333, -5.273], [-0.672, -1.142, -3.170], [-3.094, 2.523, -3.447], [-4.323, 4.566, -2.930], [-3.354, 6.253, -1.400], [-1.129, 5.861, -0.390], [0.145, 3.804, -0.938], [-2.357, -3.027, 4.703], [-2.490, -1.756, 5.147], [-2.849, -0.728, 4.302], [-3.049, 0.492, 4.926], [-3.471, 1.556, 4.211], [-2.846, 0.711, 6.276], [-3.046, 1.912, 6.828], [-2.433, -0.344, 7.069], [-2.231, -0.165, 8.376], [-2.263, -1.592, 6.503], [-1.890, -2.620, 7.274]],
  "mulliken_charge": [1.171, -1.275, 1.212, -0.169, -1.764, 1.403, -2.084, -0.042, 0.020, -1.128, -0.733, -0.712, 0.456, -0.582, -0.596, -0.249, -1.201, -0.925, -0.469, -0.434, -0.261, 0.387, 0.215, 0.155, 0.507, 0.028, 1.076, -0.118, 0.920, -0.902, -0.016, 0.215, 0.457, 0.374, 0.489, 0.495, 0.513, 0.487, 0.497, 1.992, 1.210, -0.163, 0.435, 0.463, 0.043, 1.188, 1.549, -0.499, -0.956, -0.881, -0.930, -0.286, 1.795, -0.679, -0.923, -0.827, -0.799, -0.181, 0.378, -0.661, -0.761, -0.609, -0.793, -0.507, 0.786, -0.809, -0.883, -0.635, -0.747, -0.176, 1.100, -0.594, -0.786, -0.765, -0.892, -0.844, 0.608, -0.191, -0.961, -0.674, -0.801, -0.424, 0.210, 0.478, 0.417, 0.457, 0.365, 0.190, 0.442, 0.408, 0.458, -0.086, 0.531, 0.477, 0.423, 0.468, 0.499, 0.318, 0.455, 0.395, 0.454, 0.210, 0.581, 0.474, 0.437, 0.523, 0.182, 0.424, 0.442, 0.401, 0.483, 0.373, -0.537, 0.471, -0.845, 0.876, -0.413, 0.193, -0.339, 0.903, -0.332, 0.164, -0.356]
}



no.,molecular weight (g/mol),HOMO-LUMO gap (eV)
1,1092.924,6.78
2,1199.207,6.68